DFT (the ωB97M-V functional and the def2-TZVPD basis) results for a molecular structure, C9H10N.

The value obtained for the energy above the lowest of the compared OMol25 structures with the same formula, charge and spin is 192.5 kcal/mol. The charge is +1.

Cartesian coordinates (Å):
C 2.924 -0.415 -0.185
C 2.511 0.818 0.299
C 2.023 -1.397 -0.302
C 1.174 1.082 0.448
C 0.704 -1.183 0.126
C -2.299 1.937 -0.788
C -0.532 -2.159 0.175
C -1.806 1.548 0.412
C -0.735 0.853 0.862
N 0.283 0.022 0.453
H 3.925 -0.616 -0.524
H 3.195 1.662 0.303
H 2.531 -2.447 -0.514
H 0.937 2.149 0.490
H -1.220 -3.033 -0.750
H -3.279 2.378 -0.821
H -1.801 2.055 -1.730
H -1.476 -1.711 0.119
H -0.687 -2.755 1.040
H -2.587 1.649 1.100

=====

DFT (the ωB97M-V functional and the def2-TZVPD basis) results for a molecular structure, C9H10N2.

The value obtained for the energy above the lowest of the compared OMol25 structures with the same formula, charge and spin is 88.3 kcal/mol.

Cartesian coordinates (Å):
C -0.897 1.755 0.398
C -3.158 -0.806 -0.354
C -1.100 -0.692 -0.046
C -1.569 0.535 0.227
C 0.898 -0.985 -0.045
C 1.361 1.432 -0.843
C 0.344 2.176 0.054
C 1.725 0.008 -0.371
C 1.017 -2.374 0.418
N -2.075 -1.540 -0.519
N -2.945 0.473 0.080
H -1.545 2.509 0.936
H -4.110 -1.183 -0.624
H 0.989 1.209 -1.878
H 2.261 1.915 -1.015
H 0.538 3.179 0.335
H 2.746 -0.252 -0.153
H 2.010 -2.831 0.289
H 0.445 -3.090 -0.165
H 0.691 -2.286 1.461
H -3.571 1.152 0.249

=====

Copy entry 1 word for word.
DFT (the ωB97M-V functional and the def2-TZVPD basis) results for a molecular structure, C9H10N.

The value obtained for the energy above the lowest of the compared OMol25 structures with the same formula, charge and spin is 192.5 kcal/mol. The charge is +1.

Cartesian coordinates (Å):
C 2.924 -0.415 -0.185
C 2.511 0.818 0.299
C 2.023 -1.397 -0.302
C 1.174 1.082 0.448
C 0.704 -1.183 0.126
C -2.299 1.937 -0.788
C -0.532 -2.159 0.175
C -1.806 1.548 0.412
C -0.735 0.853 0.862
N 0.283 0.022 0.453
H 3.925 -0.616 -0.524
H 3.195 1.662 0.303
H 2.531 -2.447 -0.514
H 0.937 2.149 0.490
H -1.220 -3.033 -0.750
H -3.279 2.378 -0.821
H -1.801 2.055 -1.730
H -1.476 -1.711 0.119
H -0.687 -2.755 1.040
H -2.587 1.649 1.100